Molecular formula: C3H22O8
Method: DFT, ωB97M-V/def2-TZVPD

Properties
Frontier orbital gap (eV): 10.79
Structure (SMILES): CC(C)O.O.O.O.O.O.O.O
HOMO (hartree): -0.3906
Multiplicity: 1
Lowest unoccupied orbital energy (eV): 0.1622

CARTESIAN COORDINATES (ANGSTROEM)
C  10.1468  -11.0923  -3.6532
C  9.2994  -10.9803  -4.8831
C  7.9250  -11.6228  -4.7514
O  9.1633  -9.5762  -5.2710
H  10.1349  -12.1364  -3.3202
H  9.6720  -10.5645  -2.8209
H  11.1794  -10.7750  -3.7630
H  9.7506  -11.4226  -5.7746
H  7.9895  -12.7072  -4.6421
H  7.3129  -11.4616  -5.6414
H  7.3259  -11.2649  -3.9089
H  8.5643  -9.2031  -4.6075
O  9.1398  -5.5872  -2.5881
H  8.7090  -4.7326  -2.4857
H  9.2429  -5.7060  -3.5552
O  9.1521  -6.8507  -8.0944
H  8.3153  -6.5578  -8.4751
H  9.1270  -7.8311  -8.1386
O  9.1550  -6.0165  -5.3934
H  9.3479  -5.1824  -5.8381
H  8.9399  -6.6258  -6.1310
O  13.4451  -9.9312  -6.0979
H  13.0129  -10.7775  -5.9495
H  12.7691  -9.2608  -5.8841
O  12.2393  -4.3264  -3.9092
H  11.5432  -4.6699  -4.4774
H  11.8016  -3.6728  -3.3527
O  8.9146  -9.6484  -8.2033
H  9.0312  -9.7491  -7.2430
H  9.6173  -10.1804  -8.5969
O  11.2600  -8.0830  -5.5781
H  10.4823  -8.6559  -5.4981
H  10.9373  -7.2027  -5.3236

Molecular formula: C3H11N2S2
Method: DFT, ωB97M-V/def2-TZVPD

Properties
Frontier orbital gap (eV): 9.82
Structure (SMILES): CC[C@@](N)([NH3+])SS
Charge: +1
HOMO (hartree): -0.4997
Multiplicity: 1
Lowest unoccupied orbital energy (eV): -3.7807

CARTESIAN COORDINATES (ANGSTROEM)
C  -1.6085  1.5800  0.2935
C  -1.2711  0.2867  -0.5026
C  0.1013  -0.0728  0.2179
N  0.2264  -0.5343  1.5018
N  0.4773  -1.4661  -0.7585
S  1.4311  1.2083  -0.1330
S  3.1840  0.0422  0.2113
H  -1.5786  1.2951  1.2974
H  -0.8906  2.2978  0.0222
H  -2.5749  1.7766  -0.0877
H  -1.2188  0.4239  -1.5789
H  -2.1123  -0.5321  -0.4735
H  -0.6045  -0.6604  2.1399
H  1.1585  -0.3729  1.9069
H  -0.0695  -2.3958  -0.6174
H  0.2489  -1.4556  -1.7424
H  1.5453  -1.5345  -0.6929
H  3.5562  0.1139  -1.0040

Molecular formula: C33H57BeFN2O2Si
Method: DFT, ωB97M-V/def2-TZVPD

Properties
Frontier orbital gap (eV): 4.87
HOMO (hartree): -0.1703
Multiplicity: 1
Lowest unoccupied orbital energy (eV): 0.2339

CARTESIAN COORDINATES (ANGSTROEM)
O  -0.4697  -1.7143  -2.4663
O  1.2208  -2.7985  -0.9834
C  -2.0001  -1.5910  -2.6361
C  -2.1569  -1.6171  -4.1116
H  -2.3695  -0.6522  -2.2153
H  -2.4642  -2.4489  -2.1548
H  -1.9295  -0.6587  -4.5876
H  -3.1707  -1.8228  -4.3509
H  -1.5755  -2.4361  -4.5245
C  0.4584  -0.6441  -3.0262
C  1.2246  -1.3329  -4.1056
H  1.0373  -0.2714  -2.1704
H  -0.2718  0.0654  -3.3509
H  1.8740  -2.0585  -3.6280
H  1.7781  -0.6755  -4.7659
H  0.6339  -1.8441  -4.8741
C  2.6994  -2.8204  -0.6213
C  0.8518  -4.1572  -1.3530
C  3.2565  -1.4004  -0.7294
H  3.2446  -3.5284  -1.2785
H  2.9358  -3.2297  0.3863
H  3.2712  -1.0884  -1.7958
H  4.3219  -1.2591  -0.3845
H  2.5729  -0.7331  -0.1594
C  1.2343  -4.6030  -2.7355
H  -0.2274  -4.2833  -1.2414
H  1.2528  -4.7864  -0.5554
H  0.8116  -3.9251  -3.4796
H  0.8606  -5.6151  -2.9578
H  2.3114  -4.6444  -2.8511
H  0.2495  -2.3294  -1.9734
N  -1.1538  2.7296  0.2456
C  -1.0422  3.9791  0.7054
C  -0.2381  4.2770  1.8246
C  0.5919  3.3585  2.5067
C  -1.7361  5.1275  -0.0071
H  -2.8087  4.9352  -0.2122
H  -1.2544  5.3369  -0.9802
H  -1.6560  6.0371  0.5988
C  1.6263  3.8387  3.4889
H  2.6645  3.6338  3.1737
H  1.4901  3.3882  4.4843
H  1.4896  4.9229  3.5707
N  0.4858  2.0396  2.2741
C  -1.7058  2.4662  -1.0395
C  -3.0555  2.0716  -1.1849
C  -3.9610  2.0191  0.0039
C  -3.5776  1.8508  -2.4594
H  -4.6349  1.5915  -2.5544
C  -2.7994  1.9989  -3.6069
H  -3.2442  1.8979  -4.5976
C  -1.4786  2.4465  -3.4723
H  -0.8522  2.6736  -4.3449
C  -0.9308  2.6623  -2.2024
C  0.4683  3.1937  -2.0792
C  1.4014  1.0754  2.7894
C  1.0675  0.4084  3.9832
C  -0.1500  0.8183  4.7267
C  1.9084  -0.6061  4.4637
H  1.6605  -1.1202  5.3898
C  3.0951  -0.9098  3.7924
H  3.7282  -1.7161  4.1565
C  3.4695  -0.2052  2.6448
H  4.4261  -0.4044  2.1754
C  2.6425  0.8144  2.1504
C  3.0694  1.6239  0.9607
Be  -0.8568  1.4572  1.3834
H  -3.5248  1.3929  0.7917
H  -4.9184  1.5479  -0.2597
H  -4.1422  3.0065  0.4682
H  1.0507  2.7054  -1.2832
H  0.5236  4.2816  -1.8847
H  0.9883  3.0009  -3.0275
H  -0.2308  0.1905  5.6101
H  -1.0801  0.7543  4.1458
H  -0.0887  1.8503  5.0870
H  3.2719  2.6602  1.2273
H  2.3155  1.6426  0.1649
H  3.9970  1.2490  0.5227
H  -0.2116  5.3324  2.1036
C  -0.5780  -0.6060  0.8575
Si  -0.8926  -2.4581  1.4739
H  0.5215  -0.2671  0.7022
H  -1.4367  -0.2284  0.1073
C  -2.1458  -3.5981  0.6039
C  -1.7632  -1.8568  3.1382
C  0.7191  -3.2785  2.0970
H  0.5459  -3.5675  3.1369
H  1.5592  -2.5481  2.0217
H  0.8682  -4.2079  1.4790
H  -3.1511  -3.2110  0.8659
H  -2.0007  -4.6018  1.0478
H  -1.9574  -3.5858  -0.4861
H  -2.2458  -0.8765  2.9303
H  -1.0124  -1.7856  3.9525
H  -2.5153  -2.6008  3.4192
F  -2.0804  0.8555  1.9161

Molecular formula: C2H2O3
Method: DFT, ωB97M-V/def2-TZVPD

Properties
Frontier orbital gap (eV): 10.23
HOMO (hartree): -0.3608
Multiplicity: 1
Lowest unoccupied orbital energy (eV): 0.4112

CARTESIAN COORDINATES (ANGSTROEM)
C  -0.3203  -1.0147  0.5034
C  0.2107  0.8789  0.5250
O  0.5080  -1.7703  0.0862
O  -0.4195  1.5021  -0.5910
O  -0.7234  1.7886  0.7102
H  -1.4042  -1.2728  0.7326
H  1.3267  1.0410  0.7675

Molecular formula: C35H40F6MnNO10P3S2
Method: DFT, ωB97M-V/def2-TZVPD

Properties
Frontier orbital gap (spin up / spin down) (eV): 7.65 / 9.38
Charge: +1
Expectation value of S²: 6.04
HOMO (spin up / spin down) (hartree): -0.4483 / -0.4484
Multiplicity: 5
Lowest unoccupied orbital energy (spin up / spin down) (eV): -4.5479 / -2.8250

CARTESIAN COORDINATES (ANGSTROEM)
Mn  -0.0936  -0.6381  -0.7434
O  -1.9059  -1.0137  -1.6040
P  -3.2699  -0.7735  -0.9897
C  -3.1358  0.3404  0.4495
P  -1.9446  1.6893  0.2375
O  -0.5720  1.0931  -0.0705
C  -2.4843  2.7332  -1.1011
C  -3.8021  3.1860  -1.1875
C  -4.1823  3.9853  -2.2501
C  -3.2518  4.3318  -3.2245
C  -1.9443  3.8790  -3.1417
C  -1.5555  3.0763  -2.0788
C  -1.8833  2.5962  1.7658
C  -2.3275  3.9137  1.8496
C  -2.2372  4.5917  3.0559
C  -1.6979  3.9582  4.1648
C  -1.2424  2.6478  4.0773
C  -1.3331  1.9578  2.8814
C  -4.3321  0.0329  -2.1790
C  -5.6734  0.2840  -1.8877
C  -6.4652  0.9411  -2.8134
C  -5.9201  1.3434  -4.0277
C  -4.5871  1.0936  -4.3174
C  -3.7862  0.4375  -3.3933
C  -4.0996  -2.2415  -0.4001
C  -4.9790  -2.9097  -1.2541
C  -5.6199  -4.0602  -0.8248
C  -5.3993  -4.5369  0.4598
C  -4.5178  -3.8817  1.3087
C  -3.8548  -2.7440  0.8790
H  -2.7779  -0.2278  1.3123
H  -4.1220  0.7460  0.6882
H  -4.5318  2.9172  -0.4317
H  -5.2025  4.3374  -2.3224
H  -3.5530  4.9581  -4.0542
H  -1.2238  4.1482  -3.9024
H  -0.5398  2.7115  -2.0085
H  -2.7261  4.4151  0.9778
H  -2.5771  5.6160  3.1246
H  -1.6213  4.4907  5.1036
H  -0.8066  2.1692  4.9433
H  -0.9545  0.9418  2.8106
H  -6.1041  -0.0490  -0.9495
H  -7.5081  1.1297  -2.5962
H  -6.5431  1.8495  -4.7537
H  -4.1685  1.4046  -5.2653
H  -2.7449  0.2333  -3.6087
H  -5.1669  -2.5296  -2.2502
H  -6.2985  -4.5778  -1.4889
H  -5.9147  -5.4253  0.8004
H  -4.3400  -4.2591  2.3067
H  -3.1372  -2.2722  1.5389
F  3.2722  -3.7734  -0.9029
C  3.8016  -2.5671  -0.9230
F  4.3306  -2.2636  0.2387
F  4.7077  -2.4841  -1.8758
S  2.4309  -1.3285  -1.2701
O  2.3606  -0.3149  -0.2487
O  1.1562  -2.1059  -1.3220
N  2.7729  -0.7955  -2.7085
S  1.6869  0.1653  -3.3274
O  0.4765  0.2650  -2.4684
O  1.4583  -0.0384  -4.7095
C  2.4119  1.8548  -3.1599
F  1.5305  2.7321  -3.6393
F  3.5331  1.9258  -3.8510
F  2.6451  2.1244  -1.8850
C  -0.2758  -4.8350  -0.0621
C  -0.3345  -4.9806  1.4482
C  0.9586  -5.5383  2.0202
C  -1.5171  -5.8322  1.8724
O  -0.6098  -3.6623  2.0490
P  0.2412  -2.3502  1.8207
O  1.6469  -2.5654  1.4592
O  -0.5849  -1.4953  0.7766
O  -0.0577  -1.5106  3.1254
C  0.3450  -1.8688  4.4951
C  0.3326  -0.5402  5.2304
C  1.7337  -2.4858  4.5096
C  -0.6968  -2.8131  5.0722
H  -0.2052  -5.8208  -0.5226
H  0.5942  -4.2535  -0.3633
H  -1.1799  -4.3459  -0.4323
H  1.1221  -6.5388  1.6173
H  0.8888  -5.6198  3.1065
H  1.8075  -4.9091  1.7629
H  -1.3627  -6.8603  1.5443
H  -2.4380  -5.4622  1.4249
H  -1.6201  -5.8287  2.9581
H  1.0375  0.1547  4.7720
H  0.6157  -0.6878  6.2727
H  -0.6697  -0.1095  5.2042
H  2.4544  -1.8325  4.0195
H  1.7512  -3.4500  4.0018
H  2.0390  -2.6378  5.5455
H  -1.6919  -2.3715  5.0000
H  -0.4755  -2.9947  6.1245
H  -0.6990  -3.7670  4.5480

Molecular formula: C6H32N4O12
Method: DFT, ωB97M-V/def2-TZVPD

Properties
Frontier orbital gap (eV): 9.88
Structure (SMILES): NC(N)=O.NC(N)=O.OCCO.OCCO.O.O.O.O.O.O
HOMO (hartree): -0.3555
Multiplicity: 1
Lowest unoccupied orbital energy (eV): 0.2015

CARTESIAN COORDINATES (ANGSTROEM)
N  -3.8897  -2.8545  -3.1960
C  -3.0808  -3.0895  -2.1617
N  -2.7592  -1.8698  -1.7174
O  -2.7888  -4.1362  -1.6466
H  -4.3653  -1.9779  -3.3558
H  -4.2369  -3.7034  -3.6190
H  -2.8620  -1.0898  -2.3507
H  -2.2002  -1.8738  -0.8763
N  0.9908  -0.7354  4.9615
C  1.2440  0.3287  4.2338
N  2.5028  0.5309  4.1337
O  0.4940  0.8668  3.4747
H  1.6888  -1.0446  5.6228
H  0.0537  -1.1121  4.9658
H  2.6793  1.1609  3.3643
H  3.1592  0.0165  4.7036
O  -0.0696  -1.2260  -0.6050
C  0.5272  -1.0416  -1.8335
C  1.0252  -2.4029  -2.5076
O  2.2529  -2.8467  -1.9116
H  0.5643  -1.6527  -0.0238
H  -0.1290  -0.4464  -2.4684
H  1.4033  -0.4228  -1.6393
H  1.2161  -2.1886  -3.5592
H  0.2684  -3.1801  -2.4016
H  2.9539  -2.3248  -2.3088
O  2.4927  4.0748  -1.4354
C  1.7432  3.0798  -2.0768
C  0.4197  2.7916  -1.3205
O  0.7477  2.1422  -0.0614
H  2.9877  3.6189  -0.7507
H  1.5520  3.4508  -3.0838
H  2.3243  2.1614  -2.1599
H  -0.2812  2.3015  -1.9963
H  -0.1181  3.7142  -1.1019
H  0.0207  1.6507  0.3276
O  2.8973  0.7727  0.8142
H  3.3174  1.6037  0.5922
H  2.0207  0.8382  0.4354
O  -3.2929  -2.4378  2.0354
H  -3.2905  -1.5755  1.6197
H  -4.0595  -2.8786  1.6692
O  -3.0722  1.5001  -1.4448
H  -3.8507  1.9855  -1.1719
H  -2.4911  1.5317  -0.6848
O  -0.0283  3.8349  1.8835
H  0.1042  4.5081  1.2161
H  0.6990  3.2255  1.7574
O  -1.2516  0.6496  0.9280
H  -0.5339  0.5150  1.5469
H  -1.1425  -0.0456  0.2791
O  1.5955  -1.7199  1.3509
H  2.0588  -2.1821  2.0494
H  1.7891  -0.7953  1.5053